[1]
15
Properties=species:S:1:pos:R:3 method="wB97M-V/def2-TZVPD" gap_ev=9.7152 smiles="C[C@@H](O)/C=C/C=O" e_tot_ev=-9407.80724 e_above_lowest_kcal_mol=46.7 e_homo_ha=-0.362
C -0.41373 -0.76098 0.45100
C -1.27941 -1.77981 -0.25126
C 1.10974 2.56420 -0.48896
C -0.18501 0.48493 -0.28140
C 0.55046 1.46090 0.30201
O 1.13538 -1.18910 0.65125
O 0.93622 2.72930 -1.66924
H 1.25250 -2.09521 0.96099
H -0.73195 -0.57635 1.48317
H 1.75602 3.25218 0.08614
H -0.24227 0.45506 -1.36262
H 0.62420 1.53988 1.37633
H -2.29605 -1.38820 -0.34434
H -0.89608 -1.99545 -1.24362
H -1.32001 -2.70134 0.33056

=====

[2]
57
Properties=species:S:1:pos:R:3 method="wB97M-V/def2-TZVPD" gap_ev=7.4584 e_tot_ev=-64694.19456 e_above_lowest_kcal_mol=0.0 e_homo_ha=-0.292
Be -2.07220 0.16149 -0.72237
C -5.55280 1.78201 0.78447
C -4.37921 0.94424 0.41379
N -3.57697 1.21741 -0.54870
N -3.79208 2.31951 -1.29383
C -2.97372 2.33911 -2.33087
N -3.06102 3.40962 -3.13878
S -1.85671 1.08493 -2.71123
C -4.01227 -0.31177 1.09324
C -4.68578 -0.85480 2.17497
C -4.22509 -2.04577 2.71509
C -3.11480 -2.65548 2.16109
C -2.49394 -2.05204 1.07740
N -2.93124 -0.90837 0.55891
H -5.31161 2.83196 0.63206
H -5.85264 1.62477 1.81826
H -6.40344 1.54974 0.13934
H -3.76175 4.10449 -2.94732
H -2.52501 3.44591 -3.98526
H -5.55249 -0.36051 2.58697
H -4.73427 -2.49138 3.55957
H -2.72841 -3.58831 2.54551
H -1.62933 -2.49385 0.60195
C 2.97356 -2.32735 1.34022
C 2.62355 -1.21137 2.31765
C 1.38029 -0.42133 1.93230
N 1.62147 0.27380 0.67038
C 0.73994 1.00219 0.02335
S -0.80020 1.33252 0.71087
N 1.03765 1.57387 -1.17965
C 2.11553 1.36497 -2.06702
O 1.94703 1.54629 -3.24219
C 3.44838 0.99256 -1.50144
C 4.08886 -0.15052 -1.96637
C 5.33696 -0.48499 -1.46233
C 5.95041 0.32881 -0.51941
C 5.31964 1.48383 -0.07574
C 4.06379 1.81488 -0.56124
H 3.87394 -2.85168 1.66165
H 3.14878 -1.95383 0.32949
H 2.16411 -3.05072 1.25776
H 3.46398 -0.51579 2.42012
H 2.45332 -1.62355 3.31417
H 1.13325 0.31284 2.70076
H 0.51254 -1.07327 1.81110
H 2.52983 0.12894 0.25267
H 0.20341 1.90210 -1.67017
H 3.59051 -0.77414 -2.69492
H 5.83138 -1.38355 -1.80663
H 6.92567 0.06447 -0.13190
H 5.80499 2.12493 0.64808
H 3.55606 2.70585 -0.21138
F 0.21187 -2.90688 -0.41677
B 0.09278 -2.09106 -1.53080
F 1.21262 -1.29338 -1.69129
F -0.28211 -2.75167 -2.65512
F -1.04699 -1.14065 -1.19046